# 1
DFT (ωB97M-V/def2-TZVPD) results for C45H32BrN8S3Sc as an isolated structure.

```
90
Properties=species:S:1:pos:R:3:mulliken_charge:R:1
H -3.19 -5.52 0.01 0.384
C -1.98 -3.80 0.48 -0.573
C -0.36 6.14 0.48 0.580
H -0.52 7.53 -1.18 0.415
C 2.91 -1.16 -3.26 -1.177
C -3.49 0.42 -0.88 0.548
C 1.07 -3.96 7.56 -0.441
Sc -0.30 0.34 0.26 0.569
C 1.88 0.57 -1.74 1.214
H -2.65 0.79 -3.23 0.498
C 0.97 -1.93 6.26 0.774
H -0.90 -3.88 -3.17 0.482
C 2.43 0.12 -3.05 -0.160
C -3.98 0.71 0.41 -0.498
C 1.56 3.27 -3.44 0.001
C 0.29 3.71 0.63 -1.431
S 3.95 -4.37 -1.10 -0.072
H 2.30 -3.89 -4.37 0.451
H 2.67 -2.14 0.00 0.364
H 3.22 1.38 -4.73 0.614
C 0.60 -3.32 6.48 -0.246
H 0.20 5.70 -2.24 0.399
C 2.13 -1.92 8.34 -0.447
H 0.18 3.70 1.73 0.461
C 2.75 2.49 -2.87 -0.359
H 1.31 2.49 -5.34 0.705
H 4.24 -6.70 -1.71 0.462
N -2.13 0.57 -1.14 0.610
H 2.63 -1.40 9.19 0.334
H 3.10 2.04 -0.61 0.519
C -6.29 0.60 -0.39 -0.001
C 0.30 4.82 -1.60 -0.652
H -6.57 -0.11 -2.37 0.396
H -0.88 1.31 -4.88 0.550
H 3.68 3.08 -2.99 0.392
N -0.75 -1.76 0.80 0.644
N 0.38 -1.29 5.21 0.202
H -0.98 9.42 0.46 0.419
C -5.82 0.14 -1.60 -0.650
H 2.45 -3.87 9.26 0.383
Br -8.06 1.28 -0.13 -0.120
H -4.18 -0.42 -2.84 0.369
C 0.76 3.67 -2.15 -1.113
C -0.91 -2.75 -1.40 0.585
C 1.69 -1.23 7.23 -0.584
C -0.53 7.37 -0.14 -0.554
N 0.46 2.53 0.06 0.034
C 0.93 2.45 -1.26 0.730
C 1.94 -3.32 8.46 -0.519
N 1.96 -0.33 -0.64 -0.491
C 2.83 -2.06 -2.16 0.798
H -3.29 0.90 1.22 0.451
C 0.08 4.89 -0.15 1.108
C -0.83 8.40 0.79 -0.460
H -0.36 -1.84 -1.81 0.167
S -0.66 6.20 2.20 -0.094
C 2.47 -1.51 -0.85 -0.786
C -0.12 1.44 -4.14 -1.879
C -5.35 0.86 0.67 -0.737
H 1.91 -0.15 7.18 0.287
C -0.50 1.11 -2.84 -0.053
C 3.86 -5.78 -2.12 -0.384
C 3.13 -3.48 -2.37 0.008
C -2.01 -4.95 -1.65 -0.776
C -0.78 7.95 2.07 -0.471
H -5.67 1.12 1.70 0.406
H 0.82 -5.04 7.66 0.319
S 0.09 0.43 2.87 -0.571
H -0.06 -3.76 5.71 0.385
C -0.23 -1.32 3.02 0.131
N -0.78 -2.15 2.13 -0.697
H -2.19 -3.75 1.56 0.426
H -2.39 -5.72 -2.24 0.461
C 1.16 2.09 -4.33 -0.256
C -1.84 0.75 -2.48 -0.432
N 0.40 1.10 -1.76 1.289
C -2.41 -4.82 -0.31 -0.559
H -0.52 8.52 2.92 0.454
N 0.00 -1.94 4.16 -0.175
H 3.41 -1.39 -4.20 0.651
H 1.88 4.09 -4.13 0.692
H 0.41 -0.28 5.23 0.245
H 3.01 -6.31 -4.13 0.383
C 2.36 1.96 -1.45 -0.814
C -4.48 0.01 -1.86 -0.223
C -1.20 -2.75 -0.05 0.164
C -1.28 -3.90 -2.18 -0.968
C 3.30 -5.59 -3.36 -0.594
C 2.88 -4.25 -3.51 -0.450
C 2.48 1.37 -3.88 -0.442
```

E_tot (a.u.): -6700.722027
HOMO (spin up / spin down) (eV): -11.716 / -11.715
Relative energy (zero: lowest compared OMol25 entry of this formula, charge and spin) (eV): 4.115
Net charge: +2
LUMO energy (spin up / spin down) (eV): -6.70 / -6.88
Frontier orbital gap (spin up / spin down) (eV): 5.02 / 4.83
Multiplicity: 1

# 2
DFT (ωB97M-V/def2-TZVPD) results for C16H38O12Si2 as an isolated structure.

```
68
Properties=species:S:1:pos:R:3:mulliken_charge:R:1
H 2.81 3.35 -1.65 0.275
O 0.05 6.05 -0.09 -0.356
H -6.94 -3.05 3.04 -0.131
H 0.54 -2.29 -1.55 0.319
H -6.01 -0.59 3.25 -0.136
H -4.78 -3.94 2.48 -0.140
H 2.39 -0.11 -5.44 0.295
H -3.07 0.49 2.59 0.178
Si -5.68 -3.59 3.59 0.449
H -0.18 -4.31 -2.88 0.384
O 1.35 4.55 -0.95 -0.373
C 0.19 -3.41 4.22 -1.303
H 7.46 0.78 -2.73 0.306
C 1.11 2.13 -1.15 -0.866
C -1.54 -0.26 3.80 -0.699
O -1.14 -1.42 4.47 -0.419
H -5.99 -0.44 5.64 -0.204
C -0.91 -2.54 3.64 0.270
H 0.35 2.05 -0.37 0.313
H -5.96 -4.81 4.37 -0.132
H 0.41 -3.09 5.23 0.315
H 0.87 -2.10 -3.27 0.285
H -0.24 6.51 1.92 0.300
H -3.78 0.22 -0.69 0.317
H 6.08 0.02 -1.94 0.297
C 0.08 -2.20 -2.54 -0.093
H 1.67 1.20 -1.20 0.392
H 2.05 1.62 -5.60 0.238
C 2.49 0.86 -4.95 -0.366
O -1.52 -1.35 -0.55 -0.562
H -0.91 -0.06 2.93 0.433
O 3.87 1.20 -4.78 -0.348
C -1.43 -0.70 -1.56 0.789
O -4.91 -2.50 4.61 -0.162
Si -5.22 -0.88 4.46 0.438
H -1.56 -3.54 -2.10 0.313
H 1.96 0.86 -4.00 0.037
C 4.50 0.45 -3.87 0.796
H 0.59 2.27 -2.10 0.301
H 6.19 -1.87 -3.58 0.308
H -1.41 0.57 4.48 0.336
H -1.67 5.89 1.05 0.285
H -0.60 -2.21 2.65 0.138
C 6.60 0.13 -2.89 -0.171
H -1.81 -3.12 3.54 0.109
C 0.63 4.87 0.13 0.825
O 0.54 4.22 1.14 -0.570
H -0.13 -4.44 4.23 0.342
O -3.82 -0.04 4.46 -0.296
O 5.77 0.84 -3.82 -0.379
H -1.07 7.53 0.72 0.221
C 2.04 3.30 -0.88 -0.484
H 1.08 -3.36 3.62 0.332
C -2.97 -0.29 3.35 0.037
H -2.40 0.88 0.21 0.131
H -1.27 -3.28 -3.82 0.308
H 2.53 3.20 0.08 0.347
H -3.25 1.88 -0.98 0.295
H -3.17 -1.23 2.86 0.249
H 7.52 -1.07 -4.42 0.301
O -2.05 0.46 -1.79 -0.334
O -0.67 -0.98 -2.62 -0.358
C -0.78 6.51 0.98 -0.633
O 3.99 -0.40 -3.18 -0.554
C 7.04 -1.21 -3.45 -1.101
C -0.78 -3.41 -2.85 -1.236
H 7.75 -1.68 -2.77 0.357
C -2.92 0.88 -0.74 -0.558
```

E_tot (a.u.): -2114.415477
HOMO (eV): -9.520
Net charge: 0
LUMO energy (eV): 0.57
Frontier orbital gap (eV): 10.09
Multiplicity: 1

# 3
DFT (ωB97M-V/def2-TZVPD) results for a single C19H37N3 molecule.

```
59
Properties=species:S:1:pos:R:3:mulliken_charge:R:1
C -2.13 2.30 1.37 0.941
C -0.08 -0.85 -1.50 0.926
H -1.47 -2.48 -1.73 0.314
H 4.80 -1.22 1.15 0.433
H 6.83 -2.36 -1.74 0.292
H -4.77 -1.59 2.67 0.337
H -3.08 4.21 1.22 0.414
N 4.33 -0.53 -0.76 0.164
H -5.80 -0.27 -0.31 0.380
C 4.66 -0.78 -2.15 -0.433
H -5.81 -0.47 3.56 0.368
C 2.07 -1.70 -0.64 -0.679
H -1.99 3.01 -0.57 0.378
C -1.60 2.31 0.16 -0.630
H 4.84 -2.49 -0.10 0.345
H 2.41 -2.46 0.07 0.288
C -3.24 3.26 1.72 -1.353
H -5.23 1.72 3.13 0.251
H 0.00 -2.66 -2.68 0.420
H 0.18 1.15 0.43 0.157
H -1.31 1.94 3.31 0.390
H -5.36 3.50 1.47 0.420
C 6.16 -0.55 -2.35 -1.023
C -5.13 0.26 1.65 1.199
C -0.53 1.40 -0.37 -0.609
C 5.07 -1.43 0.11 -0.480
H -3.25 3.44 2.80 0.441
C 6.57 -1.20 -0.10 -1.027
H 0.03 1.92 -1.15 0.396
H -1.25 -1.52 -3.20 0.369
H 2.52 0.37 -1.11 0.289
H 4.41 -1.82 -2.45 0.303
H 2.83 -0.07 0.57 0.309
N 0.66 -1.49 -0.41 -0.333
N 6.97 -1.39 -1.49 -0.359
C 2.92 -0.42 -0.46 -0.855
H 6.43 -0.75 -3.39 0.413
H -4.21 0.51 -0.28 0.119
H 4.08 -0.09 -2.77 0.412
H -4.60 2.51 0.23 0.409
C -4.86 -0.18 0.24 -1.228
H 7.15 -1.88 0.53 0.413
C -1.73 1.37 2.48 -1.300
H -1.00 0.64 2.15 0.210
H 0.60 -0.28 -2.15 0.207
C -1.13 0.12 -0.95 -0.959
C -0.74 -1.95 -2.34 -1.618
H 6.40 0.49 -2.11 0.363
H -4.39 -1.16 0.24 0.367
C -5.56 -0.85 2.57 -1.518
H 2.20 -2.09 -1.65 0.337
C -4.62 2.72 1.30 -0.642
H 6.81 -0.17 0.17 0.352
H -2.61 0.84 2.84 0.261
H -6.43 -1.36 2.16 0.392
H 0.52 -0.99 0.46 0.276
H -1.72 -0.40 -0.18 0.308
C -5.02 1.51 2.08 -0.717
H -1.82 0.39 -1.76 0.402
```

E_tot (a.u.): -910.381210
HOMO (eV): -7.926
Relative energy (zero: lowest compared OMol25 entry of this formula, charge and spin) (eV): 0.205
Net charge: 0
LUMO energy (eV): 0.89
Structure (SMILES): CC(C)=CCC/C(C)=C/CC[C@H](C)NCCN1CCNCC1
Frontier orbital gap (eV): 8.82
Multiplicity: 1

# 4
DFT (ωB97M-V/def2-TZVPD) results for C6H40B4Cr2O6 as an isolated structure.

```
58
Properties=species:S:1:pos:R:3:lowdin_spin:R:1
H -0.79 0.05 0.34 -0.003
H 1.71 -2.94 0.17 0.000
O 2.75 1.02 -1.21 0.020
H 0.34 -0.92 -2.99 0.000
H 2.65 2.82 -2.36 0.000
H -0.93 -2.85 -0.70 0.000
O 0.91 -1.30 -4.96 0.000
H 1.74 1.50 -2.87 0.001
H 1.78 -0.26 3.91 -0.016
H -1.93 -0.84 -1.29 -0.019
C -1.06 -3.26 0.30 0.001
H 0.51 4.00 1.30 0.000
H -2.98 0.88 4.34 0.001
O 2.10 2.70 1.12 -0.005
H -1.40 -0.13 2.96 0.001
H 3.99 -1.73 0.17 0.000
H 0.38 2.62 2.34 0.000
H -0.99 -1.26 -4.17 0.000
Cr 2.36 0.54 0.78 2.962
B -2.39 2.05 -0.28 0.006
H 1.50 3.88 2.72 0.000
H -0.13 -3.55 0.81 0.000
H 0.80 -0.69 0.49 0.000
O -2.17 0.20 2.50 0.013
H -2.30 3.13 -0.22 -0.013
H -2.19 1.72 0.72 -0.021
H -2.35 -2.78 1.71 0.000
H -3.50 -0.16 -1.75 0.008
C 2.49 -2.61 -0.51 0.001
H 0.32 0.08 -1.07 -0.003
B -2.95 -1.07 -1.59 -0.010
H -3.71 1.59 2.95 0.000
H -1.51 -4.24 0.22 0.000
Cr -2.72 -0.05 0.20 2.991
O -1.89 -2.30 1.02 0.011
C 0.03 -1.50 -3.86 0.000
H 2.27 -0.88 2.33 0.017
C 1.10 3.30 1.89 0.001
H -2.80 -1.63 -2.50 -0.016
H 3.53 1.02 -1.77 0.001
H 0.86 0.23 2.49 0.007
H 3.24 -3.40 -0.59 0.000
H -2.01 1.99 3.55 0.000
C -2.75 1.22 3.33 0.003
H 2.44 0.83 2.67 0.007
H -3.41 -1.74 -0.88 0.002
B 0.24 0.10 0.01 0.003
H 2.65 3.45 0.88 0.000
H 0.44 -1.31 -5.80 0.000
C 2.04 2.01 -1.96 0.002
H 2.00 -2.33 -1.44 0.000
H 0.56 1.09 0.28 -0.008
H -1.72 1.53 -0.95 0.019
B 1.83 -0.05 2.85 0.031
H -3.39 1.77 -0.58 0.007
H 0.05 -2.55 -3.56 0.000
O 3.11 -1.45 -0.11 -0.002
H 1.25 2.47 -1.37 0.000
```

E_tot (a.u.): -2891.188986
HOMO (spin up / spin down) (eV): -14.869 / -14.870
Net charge: +2
LUMO energy (spin up / spin down) (eV): -9.95 / -7.98
Frontier orbital gap (spin up / spin down) (eV): 4.92 / 6.89
Multiplicity: 7
⟨S²⟩: 12.139